41
Properties=species:S:1:pos:R:3:forces:R:3 method="wB97M-V/def2-TZVPD" smiles="C=NCCC.O.O.O.O.O.O.O.O.O" charge=0 e_above_lowest_kcal_mol=90.64 e_homo_ha=-0.35888 homo_lumo_gap_ev=9.89
C -2.066097 0.164158 -1.326546 -1.3 0.3 1.0
C -0.779081 0.394874 -0.569281 0.6 1.2 -0.9
C -0.989015 0.714079 0.895427 0.5 -0.7 -0.2
C 0.367441 0.996898 2.776447 0.0 0.5 0.3
N 0.301205 1.007261 1.523698 0.0 -0.2 -0.3
H -1.930479 -0.222849 -2.329430 -0.1 -0.2 0.0
H -2.770325 -0.416883 -0.710370 0.5 -0.9 -0.4
H -2.743916 1.032496 -1.351217 0.8 0.5 -0.5
H -0.168417 1.153772 -1.088655 -0.5 0.1 0.2
H -0.069289 -0.416589 -0.682953 -0.4 -0.6 0.4
H -1.403802 -0.214230 1.276111 -0.1 0.2 0.6
H -1.697201 1.516158 1.112749 -0.1 0.1 -0.3
H -0.495629 0.885197 3.442561 -0.1 -0.3 -0.1
H 1.320082 1.207286 3.251859 0.1 0.0 0.0
H -0.360852 4.524802 -1.393547 0.0 0.4 0.5
H -0.373058 3.130373 -0.673809 -0.8 0.5 1.0
O -0.510316 3.588261 -1.507600 -3.9 1.8 1.9
H -3.121812 -1.946339 1.371833 -0.5 -0.2 0.0
H -3.859308 -1.416247 2.641754 -0.2 -0.2 -0.1
O -3.046030 -1.357693 2.136814 0.3 0.2 0.2
H 1.105939 -2.598736 -0.659496 0.0 0.2 -0.4
H 1.832787 -1.755367 0.375974 0.0 0.2 0.0
O 1.192813 -2.463039 0.281090 -0.1 -0.5 0.7
H -1.342560 -2.619921 2.364955 -0.2 0.0 0.2
H -0.152615 -3.091600 1.587321 1.1 0.2 -0.7
O -0.975672 -3.403054 1.938464 -0.8 -0.1 0.7
H 0.844402 3.213209 -3.229829 -0.4 0.1 0.3
H 0.577165 2.815867 -1.710914 1.0 0.1 -1.9
O 1.091265 2.637642 -2.508818 4.3 -2.6 -1.7
H -2.403084 -3.358217 -0.210652 -0.1 -0.2 -0.2
H -2.660878 -3.869344 1.146785 -0.1 -0.4 -0.5
O -3.127491 -3.750944 0.294143 0.2 0.5 0.5
H 2.001366 0.235225 -1.599265 -0.3 0.1 0.1
H 2.484224 -0.845752 -2.484269 -0.2 -0.2 -0.1
O 1.789230 -0.685408 -1.831360 0.9 0.3 -0.3
H 3.578661 0.215408 0.465936 -0.4 0.2 -0.3
H 3.772929 -1.185755 -0.182535 -0.2 0.2 -0.2
O 4.155143 -0.547348 0.423572 0.5 -0.4 0.4
H 2.937793 2.678891 -1.381161 -0.2 0.1 -0.4
H 4.317332 2.122250 -0.908101 0.0 0.1 -0.1
O 3.377151 1.931208 -0.967685 0.1 -0.4 0.3



182
Properties=species:S:1:pos:R:3:forces:R:3 method="wB97M-V/def2-TZVPD" smiles="CCOC(=O)C(F)(F)F.CCOC(=O)C(F)(F)F.CCOC(=O)C(F)(F)F.CCOC(=O)C(F)(F)F.CCOP(=O)(OCC)OCC.CCOP(=O)(OCC)OCC.CCOP(=O)(OCC)OCC.CCOP(=O)(OCC)OCC.O=S1(=O)OCCO1.O=S1(=O)OCCO1" charge=0 e_homo_ha=-0.36966 homo_lumo_gap_ev=9.89
C 0.563379 1.605651 -2.532916 2.0 -1.0 -1.0
C -0.719741 2.017981 -1.968996 -0.5 0.3 1.0
O -0.950271 1.405511 -0.635066 1.1 0.6 1.3
C -0.223361 1.787521 0.457724 1.6 2.8 -0.9
O 0.567579 2.750921 0.621454 -3.1 -3.4 -1.2
C -0.419791 0.824891 1.652434 0.8 -1.3 0.8
F -1.080501 -0.318809 1.348104 0.5 1.0 0.1
F 0.827409 0.487521 2.110104 -0.7 -0.1 -0.8
F -1.009321 1.373741 2.708384 -0.5 0.4 -0.4
H 1.431039 1.918041 -1.951826 -0.1 0.3 0.0
H 0.672869 1.973601 -3.553076 -0.1 0.6 0.1
H 0.717899 0.541421 -2.710806 -0.5 -0.3 0.5
H -1.542501 1.672501 -2.594936 -0.1 0.1 0.4
H -0.721231 3.104111 -1.877216 -0.3 0.0 0.2
C -5.183061 -1.104339 -9.621646 -0.6 0.9 -0.1
C -4.094151 -1.175859 -8.575246 -0.1 -1.5 -0.3
O -4.670191 -1.801129 -7.388806 -0.2 0.4 2.5
C -4.077201 -1.781719 -6.134266 3.3 1.6 -1.6
O -2.874631 -1.523729 -5.969286 -3.5 -0.8 -0.2
C -5.067261 -2.078819 -4.919306 1.3 0.6 -2.7
F -5.303531 -3.366279 -4.984826 -1.0 -1.2 0.1
F -4.526161 -1.826949 -3.762926 0.3 0.6 0.7
F -6.163761 -1.342739 -5.101846 -0.3 -0.3 0.4
H -4.722671 -0.655629 -10.501866 0.0 -0.2 -0.2
H -5.989531 -0.421639 -9.353996 0.1 0.2 0.3
H -5.710771 -2.020829 -9.885566 0.6 -0.3 0.1
H -3.636991 -0.196639 -8.432956 -0.1 -0.1 0.6
H -3.358351 -1.882409 -8.959306 0.4 0.2 0.2
C 4.880509 11.901231 -1.982766 -1.2 0.0 -0.3
C 3.362769 12.255791 -1.826236 1.7 1.6 -0.8
O 2.792249 11.483661 -0.814566 -1.6 -2.4 0.7
C 1.867359 10.520391 -1.126976 -1.0 -0.3 -0.8
O 1.146049 10.435681 -2.104826 1.8 0.6 1.7
C 1.748709 9.391831 0.021524 0.1 1.3 -1.6
F 2.946679 9.261201 0.574454 -0.2 -0.5 0.6
F 0.840999 9.814721 0.938674 0.7 -1.0 -0.6
F 1.392419 8.203771 -0.549796 0.1 1.5 1.1
H 4.965369 10.825431 -2.136236 0.3 0.0 0.0
H 5.463779 12.240381 -1.126686 -0.3 -0.3 0.2
H 5.313929 12.431471 -2.830756 -0.2 -0.1 -0.2
H 2.765029 12.263611 -2.737686 0.2 -0.5 -0.1
H 3.373299 13.293451 -1.492706 -0.4 0.0 0.2
C -2.696041 -7.468489 6.368604 -0.8 0.1 1.3
C -2.684641 -6.420739 7.529384 0.0 -0.6 -0.9
O -2.880791 -5.095619 7.031844 -1.9 2.8 -0.8
C -4.132041 -4.498689 6.836054 -1.2 -3.4 -0.1
O -5.231351 -5.095479 6.842354 4.1 2.5 0.1
C -3.963121 -2.930789 6.586314 0.0 0.6 -0.2
F -4.613101 -2.457939 5.493964 0.2 -1.1 0.5
F -4.431801 -2.260719 7.626204 -1.1 -0.2 0.9
F -2.713261 -2.501649 6.504314 0.8 -0.8 -0.6
H -2.585151 -8.470239 6.783694 0.1 0.0 0.2
H -1.876971 -7.345859 5.659954 -0.2 0.4 0.0
H -3.687311 -7.484859 5.915584 0.2 0.2 -0.4
H -1.675601 -6.392169 7.940614 -0.1 0.1 0.2
H -3.411151 -6.526819 8.335014 0.0 -0.7 -0.2
C 3.396399 5.121001 4.627034 -0.2 1.2 0.2
C 2.334729 5.612351 5.601724 -0.4 -1.2 -0.9
O 2.939079 5.212711 6.813984 -0.3 0.9 2.2
S 4.429199 5.804201 6.920524 0.2 0.5 -1.1
O 5.177069 4.747111 7.538714 -0.3 1.3 -0.2
O 4.594649 7.218241 7.354604 -0.9 -3.9 -1.4
O 4.551319 5.682451 5.259854 1.7 0.8 0.8
H 3.263679 5.531791 3.626164 0.3 0.3 0.1
H 3.505839 4.041551 4.522594 -0.2 0.0 0.4
H 1.412959 5.046611 5.466184 -0.1 0.2 0.4
H 2.160309 6.688231 5.614454 0.1 0.0 -0.4
C 1.988349 0.580451 -8.082306 0.9 -1.0 0.0
C 1.446919 1.112561 -9.357476 -1.4 -0.4 -1.9
O 1.997329 2.383221 -9.622896 0.4 1.7 0.9
S 2.701789 2.951791 -8.271886 1.6 2.5 -0.6
O 1.682559 3.662091 -7.478766 2.1 -2.3 -1.2
O 3.962139 3.688751 -8.580076 -3.7 -2.6 0.8
O 3.085899 1.412931 -7.832656 0.7 2.5 1.5
H 2.475549 -0.369229 -8.303326 -0.5 -0.3 0.6
H 1.273269 0.560161 -7.259886 0.1 -0.1 0.0
H 0.359089 1.136761 -9.293196 0.0 0.3 -0.3
H 1.769609 0.556091 -10.237416 -0.3 -0.4 0.2
C 3.059969 -9.557509 -0.347016 -0.9 0.1 -1.0
C 3.311419 -10.558539 0.769004 -0.3 0.1 -2.9
O 3.878079 -9.876209 1.790264 0.1 2.5 4.5
P 2.931049 -9.054029 2.879404 1.3 -1.4 1.2
O 1.855669 -9.901599 3.436404 0.7 0.9 -0.5
O 4.074519 -8.557019 3.976254 -0.8 0.3 -2.9
C 4.014149 -8.908079 5.331314 -0.4 -2.1 0.6
C 3.215489 -8.005079 6.154294 -1.8 1.5 0.6
O 2.404279 -7.717289 2.211934 0.6 -0.6 0.6
C 3.317059 -6.687039 1.755194 -1.3 0.3 -1.3
C 2.487729 -5.408529 1.703854 0.4 0.6 1.1
H 3.701409 -8.686889 -0.483706 0.7 -0.4 0.5
H 3.042909 -10.064949 -1.311546 -0.4 0.0 -0.1
H 2.087399 -9.118089 -0.125426 -0.2 0.0 -0.4
H 2.323309 -10.981359 0.950534 0.3 -0.5 0.6
H 4.046219 -11.297149 0.448684 -0.2 -0.3 0.1
H 3.539019 -9.888799 5.354464 0.3 -0.3 0.4
H 4.998549 -8.969379 5.795334 0.4 -0.1 -0.7
H 3.267069 -8.234569 7.218604 0.7 0.2 0.0
H 3.449719 -6.965929 5.923164 0.3 0.1 0.5
H 2.138759 -8.066619 5.996274 -0.1 -0.3 -0.6
H 4.224529 -6.644599 2.357514 -0.2 0.1 0.0
H 3.513089 -6.953969 0.716724 0.7 0.0 0.1
H 3.090839 -4.540949 1.436184 0.2 -0.1 -0.3
H 1.602769 -5.426489 1.067754 0.3 -0.4 -0.2
H 2.132759 -5.171169 2.706734 -0.1 -0.1 0.1
C -1.940141 0.446641 13.039164 0.1 0.2 0.6
C -1.775791 1.896971 13.520274 0.7 -0.8 0.1
O -2.352461 2.626251 12.450064 0.5 1.6 -1.3
P -1.942671 4.127661 12.095994 -1.5 2.4 0.4
O -2.566271 5.146131 13.033094 1.5 -2.0 -1.9
O -2.405591 4.321821 10.525854 2.3 -0.7 1.8
C -3.689201 3.979331 10.061694 -0.9 -0.8 0.8
C -3.706241 3.817641 8.546324 -0.2 0.6 1.1
O -0.312831 4.203551 12.004484 -2.9 -2.5 0.4
C 0.256509 5.418001 11.729444 2.2 2.3 0.2
C 1.725429 5.402581 12.140514 1.1 -0.2 0.0
H -1.567441 0.322611 12.022404 -0.4 0.4 -0.2
H -1.398621 -0.346459 13.554764 -0.1 0.3 0.7
H -3.016381 0.304811 13.137744 0.1 -0.6 -0.5
H -2.340221 2.130941 14.422944 0.0 -0.2 0.1
H -0.743661 2.212861 13.671894 0.1 -0.1 -0.1
H -4.021391 3.032181 10.486734 0.3 -0.4 0.1
H -4.344421 4.680811 10.578144 -0.5 0.5 -1.0
H -3.467311 4.785211 8.104954 -0.1 -0.2 -0.4
H -3.004701 3.037911 8.249734 0.1 0.2 0.0
H -4.707621 3.462991 8.302284 0.0 0.3 -0.4
H 0.202199 5.650881 10.666004 -0.2 0.0 -0.1
H -0.183661 6.234151 12.302384 -0.5 -0.1 -0.1
H 2.366859 4.766901 11.530124 -0.3 -0.1 -0.4
H 2.192159 6.386681 12.097984 -0.3 0.2 -0.3
H 1.967359 5.062921 13.147584 -0.8 -0.1 0.3
C 8.995259 -7.243599 -3.173116 -0.5 -0.2 0.4
C 7.518139 -6.814919 -3.250856 3.7 1.2 3.2
O 7.189149 -7.019559 -4.534876 -3.6 0.5 -3.1
P 6.026149 -6.083709 -5.199436 0.1 0.4 -1.8
O 6.490799 -4.733739 -5.662456 -1.1 -2.4 0.9
O 5.462299 -7.050359 -6.422176 1.4 3.2 1.7
C 5.381779 -8.422269 -6.271556 -0.7 -1.6 -1.5
C 4.813199 -8.916999 -7.606926 -0.2 -1.0 0.7
O 4.799279 -6.132129 -4.155146 1.0 0.3 -0.1
C 3.665629 -5.239929 -4.256736 -0.7 0.2 -0.5
C 2.452119 -6.022839 -3.800556 0.9 -0.4 0.9
H 9.563309 -6.598889 -3.843776 0.0 0.0 0.0
H 9.315039 -7.047489 -2.149686 0.4 -0.4 0.0
H 9.146439 -8.268389 -3.512276 0.1 -0.1 0.4
H 6.891069 -7.156709 -2.427406 -0.4 -0.9 -0.6
H 7.703729 -5.781039 -2.959726 -0.9 0.8 -0.6
H 6.372099 -8.869749 -6.187106 -0.1 0.0 0.7
H 4.681429 -8.725709 -5.493406 0.3 0.2 0.5
H 4.275489 -9.848599 -7.430636 0.1 -0.3 0.1
H 4.041779 -8.247009 -7.986556 0.5 0.2 -0.3
H 5.637319 -9.184599 -8.268226 -0.3 0.6 -0.5
H 3.837529 -4.309509 -3.715586 0.2 -0.2 0.1
H 3.432239 -4.971649 -5.287106 0.7 0.0 -0.3
H 1.511749 -5.559999 -4.099876 0.1 -0.3 -0.2
H 2.658779 -7.027239 -4.170126 -0.8 0.0 -0.5
H 2.456179 -6.165379 -2.719936 -0.1 0.3 0.2
C -8.996531 7.824161 -5.364646 0.5 -1.0 -1.2
C -7.891491 7.414091 -6.370916 -0.5 0.8 0.8
O -6.898971 6.634071 -5.670526 1.3 -0.1 -0.5
P -5.824301 5.719641 -6.458296 -1.4 0.2 -0.6
O -4.775591 5.076591 -5.673896 -0.2 0.2 0.3
O -6.756891 4.663231 -7.259396 0.3 1.3 -0.4
C -7.194891 3.445581 -6.705826 -0.7 -0.6 0.6
C -8.217081 3.608971 -5.560266 0.8 -1.1 0.5
O -5.331711 6.683741 -7.635566 -1.2 -0.3 1.3
C -4.212411 6.340751 -8.415206 0.1 -1.4 -1.9
C -4.510871 5.192721 -9.454306 -0.3 0.7 1.6
H -9.720491 8.343911 -5.992226 -0.5 -0.2 0.3
H -9.365161 6.890361 -4.940126 -0.5 0.3 0.2
H -8.690931 8.520841 -4.584046 0.4 -0.2 -0.1
H -8.222311 6.832621 -7.231466 -0.5 0.0 0.2
H -7.562281 8.381351 -6.750556 1.1 -0.3 -0.1
H -7.681071 2.850981 -7.479246 -0.1 0.4 -0.4
H -6.309571 2.853321 -6.474486 0.0 0.1 0.7
H -8.308071 2.640581 -5.068276 0.0 -0.4 -0.2
H -7.853761 4.204271 -4.722586 -0.1 0.6 -0.4
H -9.240521 3.844581 -5.852116 0.3 0.5 -0.3
H -4.016961 7.260521 -8.966496 0.7 -0.1 0.3
H -3.411881 5.910361 -7.813516 0.2 0.8 0.3
H -5.151641 5.548231 -10.261236 0.4 -0.2 -0.3
H -3.552011 4.735171 -9.697896 -0.1 0.2 -0.7
H -5.071951 4.430841 -8.913156 0.0 -0.1 -0.1



47
Properties=species:S:1:pos:R:3:forces:R:3 method="wB97M-V/def2-TZVPD" spin_multiplicity=4 charge=0 e_homo_ha="-0.34823 / -0.35069" homo_lumo_gap_ev="8.16 / 7.99"
V -0.969421 2.508142 -0.917910 0.5 -1.1 2.6
C -1.742122 3.122613 1.449839 0.9 0.2 0.4
O -2.496836 3.454869 0.554269 -3.3 0.7 -3.0
O -2.151629 3.022101 2.676847 1.5 -0.4 1.7
O -0.552906 2.911610 1.142381 2.1 -0.7 -0.2
H -3.082109 3.139829 2.781925 -1.1 0.2 -0.3
C 0.157696 -0.169317 0.294699 3.4 1.5 1.4
O -0.732709 0.449233 -0.307245 -1.3 0.4 -2.4
O 1.319576 -0.601907 -0.323161 -1.8 -0.8 2.2
O 0.232405 -0.147262 1.546235 -0.8 -1.6 -1.3
H 1.389150 -0.316626 -1.219489 -0.4 0.6 -1.6
O 1.243966 2.747493 -1.047613 0.0 2.9 -0.1
H 1.486512 3.679058 -0.782191 -0.9 -1.0 -0.4
H 2.085992 2.369160 -0.828267 0.5 -1.7 0.3
O 0.283775 -3.356367 1.399501 0.9 -1.9 -1.9
H 1.166818 -3.661698 1.671709 -0.7 0.4 -0.1
H -0.043085 -2.749293 2.011078 -0.4 1.6 1.9
O 2.621176 -1.475675 2.280687 -0.2 0.6 -0.6
H 1.787315 -1.209950 1.822884 1.0 -0.5 0.7
H 2.540764 -2.381868 2.561417 -0.2 -0.2 0.2
O -1.075390 -0.523412 -3.485211 -1.2 0.0 0.0
H -1.966092 -0.585006 -3.897703 0.9 -0.1 0.3
H -1.241287 -0.886393 -2.598095 0.2 0.2 -0.2
O 3.768073 -1.603792 -2.719557 -0.3 0.7 0.6
H 2.858457 -1.871289 -2.845432 -0.3 -0.1 0.1
H 4.219003 -1.965365 -3.464195 0.6 -0.4 -0.8
O 1.940710 -3.660948 -1.000741 0.8 -1.1 -1.0
H 1.384145 -2.958196 -0.745034 -1.0 1.5 1.3
H 1.742340 -3.689975 -1.939347 0.2 -0.5 -0.2
O 2.148949 1.555357 1.820004 0.7 0.5 -0.4
H 1.821614 2.408880 1.525962 -0.4 0.0 0.4
H 1.411286 0.931376 1.694753 0.3 0.4 0.4
O -2.918116 1.648340 -1.481461 0.3 0.1 -1.0
H -3.493650 1.617076 -0.704745 -0.3 0.3 -0.1
H -3.398990 1.725565 -2.322856 -0.2 0.1 0.7
O 0.243183 -0.643097 4.101148 2.3 0.4 -0.3
H -0.584693 -0.919097 4.393947 -2.2 -0.4 0.6
H 0.185155 -0.311491 3.191955 -0.3 -0.1 0.5
O -3.629046 -1.047887 -1.389859 0.0 0.2 -0.5
H -3.061897 -1.638732 -0.881908 0.0 0.3 0.1
H -3.167423 -0.196605 -1.496084 0.1 -0.8 0.5
O 1.539298 0.442993 -2.735268 0.5 -1.2 0.4
H 2.457926 0.665068 -2.814392 1.1 -0.2 -0.1
H 1.105462 1.168797 -3.124595 -1.2 1.2 -0.8
O -2.554449 -0.080118 2.039863 -2.6 -0.3 1.0
H -2.534984 -0.922085 2.508305 0.1 0.2 -0.1
H -1.743912 0.005891 1.602949 2.2 0.2 -0.8



13
Properties=species:S:1:pos:R:3:forces:R:3 method="wB97M-V/def2-TZVPD" smiles="C=CC.N" charge=0 e_above_lowest_kcal_mol=48.07 e_homo_ha=-0.35673 homo_lumo_gap_ev=10.84
N -1.142368 0.081176 -2.954649 -1.9 2.4 6.3
H -2.041183 -0.307271 -2.388323 3.5 1.3 -1.3
H -1.069897 -0.449426 -3.699081 0.6 -3.3 -4.7
H -0.204039 0.121864 -2.454955 -2.3 -0.3 -0.7
C 0.582643 0.384856 2.416560 2.9 1.3 -2.0
C 0.133093 0.271444 0.974214 1.1 1.5 -0.8
C 0.609792 -0.607689 0.095794 -0.6 -0.1 -1.1
H -0.165395 -0.194565 2.826359 -0.9 -1.3 2.4
H 1.707144 0.096851 2.533088 -2.3 -0.2 0.0
H 0.575116 1.431105 2.741199 -0.5 -0.3 0.1
H -0.510264 1.123173 0.589547 0.5 -1.3 0.5
H 0.201059 -0.505654 -0.931988 0.5 -0.5 1.0
H 1.324296 -1.445858 0.252236 -0.6 0.9 0.3



Calculated total energy (eV), listed in the same order as above: -24501.6930; -204014.5119; -65039.8097; -4745.0245